C3H4N2O | ωB97M-V/def2-TZVPD

Element x y z (Å)
O: 2.395 0.280 0.199
C: 1.205 0.132 0.024
N: 0.429 -1.050 -0.099
C: -0.917 -0.726 0.034
C: -1.033 0.608 0.061
N: 0.255 1.159 -0.044
H: 0.727 -2.014 -0.169
H: -1.677 -1.474 0.205
H: -1.835 1.182 0.492
H: 0.451 1.904 -0.704

Calculated values
Max |F| in hartree/bohr: 0.018
Total charge: 0
Structure (SMILES): O=c1[nH]cc[nH]1
LUMO energy in Eh: 0.0320